Record 1
An isolated molecule of C4H6O in a non-equilibrium geometry. Source: OMol25; level of theory: ωB97M-V/def2-TZVPD.

ΔE to the lowest compared entry with this formula, charge and spin in kcal per mole: 64.1

Each atom is followed by the atoms it is bonded to, with distances in Å.
Atoms and positions in Å:
1 C 0.270 0.219 0.964  C2 1.397, C5 1.471, H6 1.191
2 C -0.033 -1.030 0.416  C1 1.397, C3 1.406, H7 0.993
3 C -0.518 -0.767 -0.877  C2 1.406, O4 1.466, H8 1.105, H9 1.178
4 O -0.029 0.587 -1.159  C3 1.466, C5 1.311
5 C 0.467 1.202 -0.113  C1 1.471, O4 1.311, H10 1.115, H11 1.073
6 H 0.346 0.661 2.067  C1 1.191
7 H -0.008 -1.860 0.960  C2 0.993
8 H -1.602 -0.965 -0.804  C3 1.105
9 H -0.288 -1.663 -1.605  C3 1.178
10 H 1.456 1.676 -0.310  C5 1.115
11 H -0.062 1.939 0.460  C5 1.073

Charges obtained by natural (NBO) population analysis, quoted in units of e: -0.176, -0.249, -0.097, -0.499, -0.110, 0.211, 0.215, 0.183, 0.185, 0.177, 0.160

---

Record 2
An isolated molecule of C4H6O in a non-equilibrium geometry. Source: OMol25; level of theory: ωB97M-V/def2-TZVPD.

ΔE to the lowest compared entry with this formula, charge and spin in kcal per mole: 27.6

Each atom is followed by the atoms it is bonded to, with distances in Å.
Atoms and positions in Å:
1 C -2.090 0.253 0.151  C2 1.478, H6 1.114, H7 1.090
2 C -0.877 -0.368 -0.422  C1 1.478, C3 1.511, H8 1.101
3 C 0.355 0.479 -0.200  C2 1.511, C4 1.541, O5 1.194
4 C 1.672 -0.255 0.116  C3 1.541, H9 1.110, H10 1.178, H11 1.207
5 O 0.414 1.672 -0.200  C3 1.194
6 H -2.038 1.328 0.438  C1 1.114
7 H -3.035 -0.287 0.198  C1 1.090
8 H -0.612 -1.417 -0.629  C2 1.101
9 H 2.247 0.328 0.865  C4 1.110
10 H 2.302 -0.354 -0.874  C4 1.178
11 H 1.661 -1.380 0.556  C4 1.207

Charges obtained by natural (NBO) population analysis, quoted in units of e: -0.293, -0.318, 0.531, -0.731, -0.541, 0.226, 0.203, 0.224, 0.243, 0.241, 0.215

---

Record 3
An isolated molecule of C4H6O in a non-equilibrium geometry. Source: OMol25; level of theory: ωB97M-V/def2-TZVPD.

ΔE to the lowest compared entry with this formula, charge and spin in kcal per mole: 21.4

Each atom is followed by the atoms it is bonded to, with distances in Å.
Atoms and positions in Å:
1 O -2.725 0.114 -0.161  C2 1.252
2 C -1.576 -0.175 0.244  O1 1.252, C3 1.510, H6 1.104
3 C -0.277 0.017 -0.500  C2 1.510, C4 1.479, C5 1.526, H7 1.121
4 C 0.933 -0.732 -0.100  C3 1.479, C5 1.533, H8 1.065, H9 1.026
5 C 0.872 0.778 0.154  C3 1.526, C4 1.533, H10 1.140, H11 1.091
6 H -1.396 -0.557 1.265  C2 1.104
7 H -0.502 0.240 -1.575  C3 1.121
8 H 1.692 -0.992 -0.801  C4 1.065
9 H 0.837 -1.334 0.726  C4 1.026
10 H 0.916 1.069 1.255  C5 1.140
11 H 1.226 1.572 -0.507  C5 1.091

Charges obtained by natural (NBO) population analysis, quoted in units of e: -0.527, 0.442, -0.344, -0.399, -0.411, 0.100, 0.240, 0.228, 0.215, 0.222, 0.234

---

Record 4
An isolated molecule of C4H6O in a non-equilibrium geometry. Source: OMol25; level of theory: ωB97M-V/def2-TZVPD.

ΔE to the lowest compared entry with this formula, charge and spin in kcal per mole: 64.5

Each atom is followed by the atoms it is bonded to, with distances in Å.
Atoms and positions in Å:
1 C -1.693 -1.516 1.809  C2 1.264, H6 1.088
2 C -1.053 -0.708 1.078  C1 1.264, C3 1.399
3 C -0.461 -0.139 -0.055  C2 1.399, O4 1.408, H7 1.070, H8 1.125
4 O 0.652 0.609 0.373  C3 1.408, C5 1.465
5 C 1.329 1.017 -0.860  O4 1.465, H9 1.185, H10 1.057, H11 1.112
6 H -2.157 -2.216 2.500  C1 1.088
7 H -0.191 -0.899 -0.759  C3 1.070
8 H -1.275 0.435 -0.579  C3 1.125
9 H 1.754 0.083 -1.453  C5 1.185
10 H 2.190 1.533 -0.529  C5 1.057
11 H 0.905 1.801 -1.524  C5 1.112

Charges obtained by natural (NBO) population analysis, quoted in units of e: -0.227, -0.014, -0.165, -0.503, -0.286, 0.246, 0.198, 0.194, 0.175, 0.196, 0.187

---

Record 5
A cluster of 2 separate species, C4H6O in total. Source: OMol25; level of theory: ωB97M-V/def2-TZVPD.

ΔE to the lowest compared entry with this formula, charge and spin in kcal per mole: 122.7

Each atom is followed by the atoms it is bonded to, with distances in Å.
Atoms and positions in Å:
1 C -1.621 0.627 -0.311  O2 1.409, H6 1.104, H7 1.102, H8 1.104
2 O -0.287 0.291 -0.009  C1 1.409
3 C 0.967 -1.198 0.805  C4 1.371, H9 1.089, H10 1.088
4 C 1.886 -0.510 0.055  C3 1.371, C5 1.251
5 C 1.654 0.488 -0.662  C4 1.251, H11 1.075
6 H -2.120 -0.114 -0.959  C1 1.104
7 H -1.658 1.592 -0.842  C1 1.102
8 H -2.241 0.755 0.593  C1 1.104
9 H 0.947 -1.068 1.886  C3 1.089
10 H 0.548 -2.130 0.434  C3 1.088
11 H 1.895 1.292 -1.333  C5 1.075

Charges obtained by natural (NBO) population analysis, quoted in units of e: -0.252, -0.696, -0.093, -0.169, 0.047, 0.152, 0.179, 0.166, 0.218, 0.217, 0.231

---

Record 6
A cluster of 2 separate species, C4H6O in total in a non-equilibrium geometry. Source: OMol25; level of theory: ωB97M-V/def2-TZVPD.

ΔE to the lowest compared entry with this formula, charge and spin in kcal per mole: 81.4

Each atom is followed by the atoms it is bonded to, with distances in Å.
Atoms and positions in Å:
1 C -0.692 0.602 -0.453  C2 1.451, H4 1.204, H5 1.096, H6 1.089
2 C -1.087 -0.777 -0.236  C1 1.451, O3 1.218, H7 1.102
3 O -1.374 -1.236 0.856  C2 1.218
4 H -1.863 0.465 -0.694  C1 1.204
5 H -0.085 0.891 -1.319  C1 1.096
6 H -0.601 1.274 0.400  C1 1.089
7 H -1.151 -1.347 -1.176  C2 1.102
8 C 1.216 -0.238 0.843  C9 1.201, H10 1.079
9 C 2.202 0.322 0.447  C8 1.201, H11 1.062
10 H 0.344 -0.762 1.204  C8 1.079
11 H 3.091 0.806 0.127  C9 1.062

Charges obtained by natural (NBO) population analysis, quoted in units of e: -0.635, 0.357, -0.596, 0.260, 0.252, 0.250, 0.138, -0.263, -0.256, 0.259, 0.232

---

Record 7
A cluster of 2 separate species, C4H6O in total in a non-equilibrium geometry. Source: OMol25; level of theory: ωB97M-V/def2-TZVPD.

ΔE to the lowest compared entry with this formula, charge and spin in kcal per mole: 165.9

Each atom is followed by the atoms it is bonded to, with distances in Å.
Atoms and positions in Å:
1 C -2.278 0.375 -0.715  C2 1.349, H5 1.143, H6 1.240
2 C -0.970 0.130 -0.934  C1 1.349, C3 1.653, H7 1.319
3 C -0.112 0.015 0.474  C2 1.653, C4 1.518, H8 1.095, H9 1.134
4 C 1.203 -0.737 0.384  C3 1.518, O11 1.538
5 H -3.017 0.489 -1.580  C1 1.143
6 H -2.821 0.501 0.393  C1 1.240
7 H -0.366 0.264 -2.099  C2 1.319
8 H 0.137 1.012 0.855  C3 1.095
9 H -0.889 -0.342 1.220  C3 1.134
10 H 1.078 -2.420 0.119  no bonds
11 O 2.352 0.225 0.730  C4 1.538

Charges obtained by natural (NBO) population analysis, quoted in units of e: -0.416, -0.199, -0.605, 0.422, 0.216, 0.211, 0.250, 0.258, 0.251, 0.176, -0.565

---

Record 8
An isolated molecule of C4H6O in a non-equilibrium geometry. Source: OMol25; level of theory: ωB97M-V/def2-TZVPD.

ΔE to the lowest compared entry with this formula, charge and spin in kcal per mole: 77.4

Each atom is followed by the atoms it is bonded to, with distances in Å.
Atoms and positions in Å:
1 C -1.257 0.849 -0.112  C2 1.477, H6 1.091, H7 1.160, H8 1.145
2 C 0.101 0.270 -0.065  C1 1.477, C3 1.515, C4 1.410, O5 1.417
3 C 0.778 -0.752 0.824  C2 1.515, C4 1.664, H9 1.190, H10 1.111
4 C 0.984 -0.537 -0.812  C2 1.410, C3 1.664, O5 1.398, H11 1.041
5 O 1.229 0.835 -0.711  C2 1.417, C4 1.398
6 H -1.203 1.891 -0.431  C1 1.091
7 H -1.548 0.621 0.988  C1 1.160
8 H -1.975 0.153 -0.670  C1 1.145
9 H 0.160 -1.717 1.146  C3 1.190
10 H 1.634 -0.393 1.435  C3 1.111
11 H 1.098 -1.218 -1.592  C4 1.041

Charges obtained by natural (NBO) population analysis, quoted in units of e: -0.649, 0.192, -0.454, 0.040, -0.486, 0.249, 0.230, 0.230, 0.218, 0.217, 0.214

---

Which formula does entry 5 have? C4H6O